# 1
ORCA calculation (ωB97M-V/def2-TZVPD) on C12H14CrF4N2O2Se as an isolated structure in a non-equilibrium geometry.

energy relative to the best compared isomer or geometry (same formula, charge and spin): 8.18 kcal per mole
<S²>: 0.789
electronic energy: -124383.505 eV
strongest force on any atom: 1.77 eV/A
gap between HOMO and LUMO (spin up / spin down): 0.2221 / 0.2391 hartree

The geometry in ORCA input format:
```
! wB97M-V def2-TZVPD RIJCOSX def2/J DEFGRID3
* xyz -1 2
Cr -0.196 -0.416 -1.593
C -2.373 1.438 -2.117
N -1.042 1.544 -1.515
C -0.253 2.545 -2.232
C -1.163 1.926 -0.103
C -1.519 0.721 0.775
N -0.812 -0.431 0.272
C -0.369 -1.403 1.058
C 0.129 -2.560 0.388
F 0.035 -2.529 -0.991
C 0.668 -3.648 1.014
F 1.062 -4.716 0.296
C 0.790 -3.673 2.400
C 0.315 -2.571 3.097
F 0.430 -2.561 4.448
C -0.266 -1.487 2.476
F -0.705 -0.471 3.278
H -2.897 2.404 -2.090
H -2.966 0.690 -1.582
H -2.271 1.117 -3.155
H -0.721 3.539 -2.182
H -0.159 2.235 -3.273
H 0.742 2.582 -1.790
H -1.915 2.721 0.026
H -0.192 2.303 0.224
H -2.603 0.519 0.739
H -1.271 0.965 1.808
H 1.245 -4.500 2.909
Se -0.263 -0.567 -3.878
C 2.976 1.101 0.619
O 1.799 1.026 -0.184
C 1.581 -0.159 -0.836
O 2.382 -1.065 -0.783
H 3.000 2.100 1.050
H 3.873 0.930 0.016
H 2.931 0.349 1.412
*
```

Results of the Löwdin charge analysis, in e, for atoms 1 through 5: atom 1 (Cr): 0.21, atom 2 (C): -0.13, atom 3 (N): -0.37, atom 4 (C): -0.11, atom 5 (C): -0.19

# 2
ORCA calculation (ωB97M-V/def2-TZVPD) on C12H14CrIN3O3 as an isolated structure in a non-equilibrium geometry.

<S²>: 6.019
electronic energy: -59804.484 eV
strongest force on any atom: 2.51 eV/A
gap between HOMO and LUMO (spin up / spin down): 0.2299 / 0.2663 hartree

The geometry in ORCA input format:
```
! wB97M-V def2-TZVPD RIJCOSX def2/J DEFGRID3
* xyz 0 5
C -3.427 2.223 1.110
C -3.100 2.887 -0.231
H -4.091 1.365 0.985
H -3.926 2.958 1.758
H -2.527 1.880 1.624
H -2.585 2.212 -0.921
H -4.028 3.209 -0.724
H -2.461 3.761 -0.068
C -0.510 -2.521 1.335
C -0.021 -3.803 1.531
C 0.809 -4.380 0.555
C 1.200 -3.622 -0.545
H -1.179 -2.024 2.043
H -0.298 -4.312 2.454
H 1.182 -5.388 0.697
H 1.891 -3.985 -1.306
N -0.150 -1.806 0.257
C 0.702 -2.324 -0.669
C 1.151 -1.339 -1.649
N 0.662 -0.087 -1.436
C 1.081 0.950 -2.199
C 2.497 -0.537 -3.471
C 1.983 0.750 -3.245
H 0.647 1.902 -1.882
H 2.256 1.600 -3.873
C 2.118 -1.578 -2.630
H 2.547 -2.581 -2.683
H 3.193 -0.724 -4.289
Cr -0.803 0.108 0.014
I -2.917 -0.616 -1.006
O 1.508 2.210 2.134
N 0.733 1.541 1.474
O 0.794 0.247 1.431
O -0.240 2.064 0.765
*
```

Results of the Löwdin charge analysis, in e, for atoms 1 through 5: atom 1 (C): -0.22, atom 2 (C): -0.22, atom 3 (H): 0.02, atom 4 (H): 0.07, atom 5 (H): 0.03

# 3
ORCA calculation (ωB97M-V/def2-TZVPD) on C12H14CuIN3O3 as an isolated structure in a non-equilibrium geometry.

energy relative to the best compared isomer or geometry (same formula, charge and spin): 0.00 kcal per mole
<S²>: 0.753
electronic energy: -76021.802 eV
strongest force on any atom: 1.93 eV/A
gap between HOMO and LUMO (spin up / spin down): 0.2622 / 0.2464 hartree

The geometry in ORCA input format:
```
! wB97M-V def2-TZVPD RIJCOSX def2/J DEFGRID3
* xyz 0 2
C 3.391 3.989 1.451
C 4.523 3.047 1.047
H 3.099 4.630 0.616
H 3.695 4.635 2.280
H 2.506 3.424 1.753
H 4.164 2.277 0.360
H 5.333 3.595 0.557
H 4.946 2.555 1.927
C -2.987 0.934 -0.018
C -4.090 0.990 -0.876
C -4.288 -0.050 -1.788
C -3.375 -1.104 -1.800
H -2.827 1.673 0.759
H -4.744 1.852 -0.819
H -5.136 -0.023 -2.476
H -3.473 -1.960 -2.457
N -2.044 -0.002 -0.152
C -2.217 -1.032 -1.010
C -1.078 -1.932 -1.095
N -0.034 -1.538 -0.331
C 1.071 -2.288 -0.246
C 0.175 -3.844 -1.850
C 1.223 -3.453 -1.004
H 1.817 -1.964 0.469
H 2.145 -4.028 -0.911
C -1.013 -3.107 -1.868
H -1.878 -3.388 -2.471
H 0.301 -4.710 -2.499
Cu -0.157 0.251 0.576
I 0.720 2.263 -0.377
O 0.330 -0.873 4.207
N 0.045 -0.424 3.105
O -1.010 0.237 2.845
O 0.867 -0.631 2.097
*
```

Results of the Löwdin charge analysis, in e, for atoms 1 through 5: atom 1 (C): -0.23, atom 2 (C): -0.18, atom 3 (H): 0.05, atom 4 (H): 0.06, atom 5 (H): 0.00

# 4
ORCA calculation (ωB97M-V/def2-TZVPD) on C12H14F5O3RuSSe4 as an isolated structure.

energy relative to the best compared isomer or geometry (same formula, charge and spin): 0.00 kcal per mole
<S²>: 8.794
electronic energy: -307200.879 eV
strongest force on any atom: 0.31 eV/A
gap between HOMO and LUMO (spin up / spin down): 0.2471 / 0.2167 hartree

The geometry in ORCA input format:
```
! wB97M-V def2-TZVPD RIJCOSX def2/J DEFGRID3
* xyz 0 6
Ru -0.113 -0.199 -0.790
C 0.497 -3.400 0.585
O -0.344 -2.257 0.664
C -1.705 -2.560 0.896
C -2.351 -1.259 1.294
O -2.197 -0.276 0.267
C -3.313 -0.102 -0.607
C -3.049 1.152 -1.396
O -1.940 0.895 -2.235
C -1.496 2.051 -2.938
H 0.534 -3.898 1.558
H 1.490 -3.051 0.309
H 0.138 -4.096 -0.177
H -1.806 -3.286 1.711
H -2.150 -2.989 -0.011
H -1.837 -0.851 2.166
H -3.410 -1.387 1.531
H -4.225 0.011 -0.014
H -3.417 -0.970 -1.268
H -2.821 1.979 -0.713
H -3.930 1.416 -1.993
H -1.156 2.816 -2.233
H -2.305 2.443 -3.560
H -0.663 1.740 -3.564
Se 2.083 0.219 -1.639
Se 3.138 -1.696 -2.219
Se 0.897 -3.306 -2.999
Se -0.750 -1.842 -2.585
F 5.578 2.057 2.667
C 4.343 1.978 2.179
C 3.702 3.111 1.706
F 4.328 4.286 1.736
C 2.418 3.010 1.202
F 1.845 4.129 0.750
C 1.729 1.804 1.149
S 0.076 1.718 0.534
C 2.399 0.691 1.641
F 1.805 -0.509 1.649
C 3.685 0.761 2.145
F 4.291 -0.334 2.602
*
```

Results of the Löwdin charge analysis, in e, for atoms 1 through 5: atom 1 (Ru): 0.48, atom 2 (C): -0.11, atom 3 (O): -0.32, atom 4 (C): -0.21, atom 5 (C): -0.15

- Which value of strongest force on any atom does entry 3 give?
  1.93 eV/A